*a*
Density functional theory data (ωB97M-V/def2-TZVPD) for a cluster of 2 separate species, C3H11N2S in total.

```
17
C3H11N2S ωB97M-V/def2-TZVPD
C -1.8416 0.1502 1.8022
C -2.6106 0.8035 0.6471
S -1.7687 0.6903 -0.9545
H -1.0231 0.7928 2.0773
H -1.4513 -0.8024 1.4310
H -2.5265 -0.1409 2.5976
H -3.5283 0.2370 0.4787
H -2.8744 1.8153 0.9280
H -1.7548 -0.6493 -1.0105
N 1.5835 0.3939 -0.7183
C 2.2423 -0.5528 -1.3422
N 3.4552 -0.9667 -1.0001
H 1.9506 0.9761 0.0221
H 0.6531 0.5930 -1.0981
H 1.8479 -0.8966 -2.2943
H 3.7634 -1.8344 -1.4055
H 3.8832 -0.6091 -0.1604
```

The calculation puts the HOMO energy at -0.4635 hartree. Its LUMO energy is -3.77 eV. As for the HOMO-LUMO gap: 0.3249 hartree. The molar mass is 107.20 Da. Its net charge is +1.

Atom charges from the Mulliken analysis, given in e for atoms 1 to 2:
1 C -0.945
2 C -0.388

*b*
Density functional theory data (ωB97M-V/def2-TZVPD) for a structure of composition C3H11N2S.

```
17
C3H11N2S ωB97M-V/def2-TZVPD
N -3.9174 -0.6597 0.3962
C 1.6060 -0.4953 -0.0188
C 2.4413 -1.5251 -0.0050
S -0.8284 -0.0133 -0.3707
C 1.6565 0.8044 0.7521
N 1.5091 1.8961 -0.1414
H -4.0924 -0.8343 1.3682
H -4.6309 -0.0063 0.0909
H -3.0298 -0.1563 0.3724
H 0.8722 -0.4200 -0.8663
H 3.3079 -1.5327 0.6485
H 2.2540 -2.4037 -0.5978
H -1.3982 -0.6187 -1.4371
H 0.7777 0.8037 1.3996
H 2.5417 0.8708 1.3804
H 2.2929 1.9878 -0.7686
H 0.6982 1.6517 -0.7030
```

The calculation puts the HOMO energy at -0.5063 hartree. Its LUMO energy is -8.64 eV. As for the HOMO-LUMO gap: 0.1889 hartree. The molar mass is 107.20 Da. Its net charge is +1.

Atom charges from the Mulliken analysis, given in e for atoms 1 to 2:
1 N -0.587
2 C 0.407

The data favor *a*; the next most stable structure lies 136.3 kcal/mol above it.

*a*
Density functional theory data (ωB97M-V/def2-TZVPD) for a cluster of 2 separate species, C3H11N2S in total.

```
17
C3H11N2S ωB97M-V/def2-TZVPD
C -0.0210 -1.7031 -1.5533
S -1.0208 -1.3191 -0.0705
C -2.7404 -1.2869 -0.6199
H 0.9852 -1.9476 -1.1975
H -0.3702 -2.4619 -2.2462
H 0.1127 -0.7728 -2.1271
H -2.9316 -1.9431 -1.4625
H -3.0889 -0.2648 -0.7273
H -3.1329 -1.7611 0.2816
N 2.2853 2.6136 1.2843
C 1.6068 1.5438 1.6586
N 0.9595 0.7571 0.8500
H 2.2251 2.8159 0.2926
H 2.4883 3.4057 1.8743
H 1.3627 1.4655 2.7129
H 0.2950 0.0582 1.2089
H 0.9853 0.8005 -0.1588
```

The calculation puts the HOMO energy at -0.4436 hartree. Its LUMO energy is -3.74 eV. As for the HOMO-LUMO gap: 0.3063 hartree. The molar mass is 107.20 Da. Its net charge is +1.

Atom charges from the Mulliken analysis, given in e for atoms 1 to 2:
1 C -0.919
2 S -0.023

*b*
Density functional theory data (ωB97M-V/def2-TZVPD) for a cluster of 2 separate species, C3H11N2S in total.

```
17
C3H11N2S ωB97M-V/def2-TZVPD
C -3.2678 -1.2930 0.7681
C -2.8989 0.1197 0.4516
S -0.9502 0.0320 0.2939
H -3.1111 -1.4689 1.7567
H -2.8211 -1.9834 0.0697
H -4.3552 -1.6404 0.7142
H -3.3332 0.5875 -0.4185
H -2.9965 0.7605 1.2903
H -0.8769 1.4024 0.2969
N 1.9387 0.8138 -0.5182
C 3.0243 -0.0450 -0.4797
N 4.1942 0.4254 -0.8558
H 2.0160 1.7506 -0.9530
H 1.0751 0.3725 -0.2694
H 2.9996 -1.1241 -0.2350
H 5.0552 -0.0057 -0.4955
H 4.3075 1.2959 -1.4164
```

The calculation puts the HOMO energy at -0.4619 hartree. Its LUMO energy is -4.16 eV. As for the HOMO-LUMO gap: 0.3090 hartree. The molar mass is 107.20 Da. Its net charge is +1.

Atom charges from the Mulliken analysis, given in e for atoms 1 to 2:
1 C -1.171
2 C -0.320

The data favor *a*; the next most stable structure lies 15.9 kcal/mol above it.

*a*
Density functional theory data (ωB97M-V/def2-TZVPD) for a cluster of 2 separate species, C2H6O in total.

```
9
C2H6O ωB97M-V/def2-TZVPD
C -1.4170 0.5196 0.4415
C -0.8580 -0.6220 0.8309
H -2.2736 0.5160 -0.2164
H -1.0094 1.4634 0.8051
H -1.2748 -1.5541 0.4444
H 0.0218 -0.7014 1.4550
H 2.3357 -0.5391 -1.4716
H 1.0862 -0.2640 -0.6554
O 1.8568 0.1761 -1.0344
```

The calculation puts the HOMO energy at -0.3866 hartree. Its LUMO energy is 1.06 eV. As for the HOMO-LUMO gap: 0.4254 hartree. The molar mass is 46.07 Da. As for the SMILES: C=C.O. Its net charge is 0.

Atom charges from the Mulliken analysis, given in e for atoms 1 to 2:
1 C -0.305
2 C -0.788

*b*
Density functional theory data (ωB97M-V/def2-TZVPD) for a structure of composition C2H6O.

```
9
C2H6O ωB97M-V/def2-TZVPD
C -0.9583 -0.3323 0.1067
C 0.6476 0.8984 0.0260
O 0.7179 -0.6545 0.2587
H -1.3137 0.0530 1.0538
H -1.4025 0.1985 -0.7310
H -1.1855 -1.4145 0.0231
H 1.3533 1.3050 0.7618
H 1.0680 1.0584 -0.9765
H 1.0730 -1.1122 -0.5226
```

The calculation puts the HOMO energy at -0.2567 hartree. Its LUMO energy is 0.76 eV. As for the HOMO-LUMO gap: 0.2845 hartree. The molar mass is 46.07 Da. Its net charge is 0.

Atom charges from the Mulliken analysis, given in e for atoms 1 to 2:
1 C -0.542
2 C -0.680

The data favor *a*; the next most stable structure lies 115.0 kcal/mol above it.

*a*
Density functional theory data (ωB97M-V/def2-TZVPD) for the ion C5H10N2O2 with charge +2.

```
19
C5H10N2O2 ωB97M-V/def2-TZVPD
C 0.3461 -1.0438 1.5683
C -1.0701 -0.8377 1.8969
C 0.0659 -0.1845 -0.7431
C 2.0826 0.9438 -1.8429
C 0.7223 0.3290 -1.8256
N 0.7952 -0.4281 0.4297
N -1.6151 0.2185 1.4007
O -2.8843 0.6885 1.6806
O -1.1842 -0.5311 -0.7358
H 0.8919 -1.6335 2.3762
H -1.5537 -1.3892 2.6683
H 2.1050 1.8705 -1.1448
H 2.5081 1.0914 -2.8471
H 2.8780 0.3325 -1.4634
H 0.3412 0.4160 -2.8282
H -1.1551 1.1601 1.2740
H 1.7992 -0.5498 0.2068
H -3.5654 0.0602 1.5391
H -1.5074 -0.5129 -1.6095
```

The calculation puts the HOMO energy (spin up / spin down) at -0.6787 / -0.6616 hartree. Its LUMO energy (spin up / spin down) is -10.92 / -11.24 eV. As for the HOMO-LUMO gap (spin up / spin down): 0.2774 / 0.2484 hartree. The molar mass is 130.15 Da. Its net charge is +2.

Atom charges from the Mulliken analysis, given in e for atoms 1 to 2:
1 C -0.197
2 C -0.019

*b*
Density functional theory data (ωB97M-V/def2-TZVPD) for the ion C5H10N2O2 with charge +2.

```
19
C5H10N2O2 ωB97M-V/def2-TZVPD
C -1.2779 -1.8679 -0.0815
C -2.1055 -0.8626 0.1085
C 0.5184 -0.2966 -0.0048
C 2.8579 0.3543 -0.2482
C 1.4071 0.7748 0.0472
N 0.0839 -1.5236 -0.1049
N -1.4741 0.3762 0.2123
O -1.9044 1.1376 1.2485
O -1.1684 1.1233 -0.9409
H -1.5261 -2.8121 -0.1166
H -3.1171 -1.1138 0.4074
H 3.2314 1.1315 -0.9624
H 2.8707 -0.6210 -0.4835
H 3.3845 0.4725 0.6787
H 0.9296 1.6047 -0.7394
H 1.3407 1.2908 1.0088
H 0.6917 -2.2959 -0.0690
H -2.8439 1.4230 1.3303
H -1.8985 1.7048 -1.2903
```

The calculation puts the HOMO energy (spin up / spin down) at -0.7228 / -0.7228 hartree. Its LUMO energy (spin up / spin down) is -10.92 / -10.92 eV. As for the HOMO-LUMO gap (spin up / spin down): 0.3214 / 0.3214 hartree. The molar mass is 130.15 Da. Its net charge is +2.

Atom charges from the Mulliken analysis, given in e for atoms 1 to 2:
1 C -0.498
2 C -0.105

The data favor *a*; the next most stable structure lies 73.0 kcal/mol above it.

*a*
Density functional theory data (ωB97M-V/def2-TZVPD) for the molecule C23H25FN4OS.

```
55
C23H25FN4OS ωB97M-V/def2-TZVPD
C -0.3921 -0.6835 2.8954
H 0.5333 -1.1835 2.2919
C -1.2273 0.0389 1.7609
N -0.6318 0.9462 1.0350
C -0.9622 2.1157 1.0007
O -1.9714 2.6443 1.8532
C -0.1539 3.0352 0.5315
C -0.5892 4.2041 -0.5564
C 0.2654 4.9942 -1.2449
C 1.7142 4.6591 -1.0407
N 2.1067 3.9576 -0.2307
C 1.2134 3.1079 0.3312
H 1.7896 2.0845 0.9658
H 2.4298 5.3687 -1.5440
H -0.0430 5.7497 -1.9149
H -1.7060 4.3068 -0.3609
H 0.1337 0.5162 0.5588
H -2.2599 0.3869 2.3775
C -1.8361 -1.0283 0.7604
C -3.1426 -0.5935 0.1519
C -4.3231 -1.3203 -0.2752
C -5.3242 -0.4967 -0.8074
C -4.7397 0.7405 -1.2706
S -3.2143 0.9657 -0.5526
H -5.2216 1.5532 -2.1524
H -6.0941 -0.9419 -1.2429
H -4.4571 -2.4861 0.2013
N -0.8000 -1.5044 -0.0081
C -0.8471 -1.2836 -1.2521
H -1.6178 -1.6084 -1.8703
C 0.5093 -1.7639 -2.0345
N 1.4171 -2.2844 -1.0977
C 2.4971 -1.4015 -0.5113
C 2.5637 -0.2010 -0.8338
C 3.6263 0.6245 -0.3969
C 4.7132 0.3156 0.3802
C 4.6171 -1.2290 0.4755
C 3.5206 -1.9724 0.4795
H 3.4888 -3.0047 0.4475
H 5.2585 -1.5813 1.3140
H 5.5877 0.6300 0.8351
H 3.5297 1.8131 -0.4125
F 1.5091 0.5458 -1.4692
C 0.8774 -3.4483 -0.0928
H 1.3391 -3.2181 0.7673
C -0.4297 -3.1518 0.1021
H -1.0952 -3.7634 -0.5824
H -0.7182 -3.5996 1.1456
H 1.1224 -4.1972 -0.6845
H 0.8266 -1.1307 -2.6509
H 0.2558 -2.7422 -2.5710
H -0.6897 -0.1159 -1.4575
H -2.1313 -1.8862 1.3588
H -0.9031 -1.4988 3.5157
H 0.0763 0.0165 3.5826
```

The calculation puts the HOMO energy at -0.2939 hartree. Its LUMO energy is 0.25 eV. As for the HOMO-LUMO gap: 0.3030 hartree. The molar mass is 424.54 Da. As for the SMILES: C[C@@H](NC(=O)c1cccnc1)[C@@H](c1cccs1)N1CCN(c2ccccc2F)CC1. Its net charge is 0.

Atom charges from the Mulliken analysis, given in e for atoms 1 to 2:
1 C -1.317
2 H 0.048

*b*
Density functional theory data (ωB97M-V/def2-TZVPD) for the molecule C23H25FN4OS.

```
55
C23H25FN4OS ωB97M-V/def2-TZVPD
C -1.3198 -2.0382 3.7171
H -1.0541 -3.0867 3.8205
C -0.4959 -1.3976 2.6066
N -0.7314 -2.0488 1.3401
C 0.2909 -2.3870 0.5156
O 1.4409 -2.4934 0.8976
C -0.1106 -2.6403 -0.8970
C 0.5327 -3.6213 -1.6454
C 0.1836 -3.7862 -2.9737
C -0.7927 -2.9557 -3.5044
N -1.3884 -1.9997 -2.8120
C -1.0493 -1.8404 -1.5474
H -1.5229 -1.0073 -1.0433
H -1.1075 -3.0465 -4.5360
H 0.6616 -4.5348 -3.5862
H 1.2935 -4.2290 -1.1783
H -1.6450 -1.9157 0.9354
H 0.5692 -1.5275 2.8147
C -0.8431 0.1066 2.4602
C -0.3598 0.9128 3.6275
C 0.8401 0.8816 4.2710
C 0.9509 1.8529 5.2917
C -0.1623 2.6176 5.4115
S -1.3722 2.1661 4.2778
H -0.3541 3.4227 6.0921
H 1.8242 1.9710 5.9078
H 1.6258 0.1859 4.0392
N -0.3707 0.5944 1.1707
C 1.0474 0.8345 1.0236
H 1.3475 1.8104 1.4415
C 1.3828 0.7443 -0.4669
N 0.3248 1.3374 -1.2727
C 0.4640 1.4002 -2.6456
C 1.0189 0.3557 -3.4032
C 1.1008 0.3831 -4.7789
C 0.6244 1.4724 -5.4851
C 0.0864 2.5305 -4.7770
C 0.0180 2.4979 -3.3980
H -0.3775 3.3651 -2.8947
H -0.2757 3.4036 -5.2994
H 0.6802 1.4935 -6.5615
H 1.5362 -0.4675 -5.2799
F 1.5127 -0.7635 -2.8084
C -0.4416 2.3346 -0.5658
H -1.2174 2.7328 -1.2177
C -1.1387 1.7084 0.6529
H -1.2949 2.4984 1.4083
H -2.1231 1.3255 0.3611
H 0.1991 3.1699 -0.2424
H 1.4901 -0.3084 -0.7231
H 2.3440 1.2454 -0.6573
H 1.6070 0.0579 1.5423
H -1.9381 0.1839 2.4216
H -2.3823 -1.9681 3.4927
H -1.1290 -1.5333 4.6602
```

The calculation puts the HOMO energy at -0.2814 hartree. Its LUMO energy is 0.58 eV. As for the HOMO-LUMO gap: 0.3026 hartree. The molar mass is 424.54 Da. As for the SMILES: C[C@@H](NC(=O)c1cccnc1)[C@@H](c1cccs1)N1CCN(c2ccccc2F)CC1. Its net charge is 0.

Atom charges from the Mulliken analysis, given in e for atoms 1 to 2:
1 C -1.712
2 H 0.429

The data favor *b*; the next most stable structure lies 408.3 kcal/mol above it.